Molecular formula: C7H10N2O3
Method: DFT, the ωB97M-V functional and the def2-TZVPD basis

Geometry as XYZ:
```
22
C7H10N2O3 the ωB97M-V functional and the def2-TZVPD basis
C -3.17 -1.39 0.42
C -2.24 -0.69 1.06
C -0.77 -0.92 1.01
C -0.03 0.20 0.35
N 0.37 1.25 0.93
C 0.85 2.27 -0.10
C 0.65 1.50 -1.47
N 0.07 0.22 -1.03
O 0.39 -0.90 -1.68
H -4.20 -1.14 0.32
H -2.86 -2.27 -0.19
H -2.51 0.31 1.51
H -0.47 -1.82 0.45
H -0.25 -1.09 2.01
H 1.90 2.71 0.08
H 0.15 3.23 0.07
H -0.07 2.09 -2.19
H 1.61 1.49 -2.06
H 1.30 -1.25 -1.40
O 3.30 -0.89 1.69
C 3.14 -1.32 0.65
O 2.84 -1.59 -0.43
```

The calculation puts the HOMO energy at -8.42 eV. The calculation puts the energy relative to the best compared isomer or geometry (same formula, charge and spin) at 3.4752 eV. Its total charge is 0. The frontier orbital gap is 8.7 eV.

Mulliken atomic charge list, values in e, 2 entries:
1. C -0.75
2. C -0.10